Computed, not measured: a structure of composition C15H12BN8OS4Y, with wB97M-V/def2-TZVPD.

```
! RIJCOSX wB97M-V def2-TZVPD def2/J DEFGRID3
* xyz 1 2
Y -0.31000 0.60570 0.14290
C -1.79080 -3.08700 -1.49450
C -2.13440 -1.85110 -0.96460
N -1.16460 -1.41780 -0.14830
N -0.19330 -2.36330 -0.14630
C -0.55020 -3.36980 -0.95420
B 1.15950 -2.19610 0.63000
N 2.04680 -1.23420 -0.20100
C 3.06040 -1.51520 -1.02750
C 3.52000 -0.33430 -1.57920
C 2.70910 0.65200 -1.03890
N 1.81590 0.10510 -0.20330
N 0.86140 -1.51940 1.99920
C 1.24860 -1.95630 3.20490
C 0.80970 -1.06780 4.16430
C 0.14870 -0.07970 3.44750
N 0.18180 -0.35370 2.14080
N 1.79690 -3.53500 0.84700
C 1.21800 -4.61220 1.45170
C 2.14910 -5.61460 1.51000
C 3.29560 -5.06290 0.91450
N 3.06950 -3.83000 0.52770
H -2.36140 -3.68160 -2.17660
H -3.03450 -1.27340 -1.11260
H 0.07790 -4.22370 -1.10380
H 3.42010 -2.51990 -1.13880
H 4.32250 -0.20750 -2.27350
H 2.73950 1.71940 -1.19200
H 1.81280 -2.85930 3.31380
H 0.95230 -1.12650 5.22310
H -0.34810 0.80160 3.81310
H 0.20130 -4.58640 1.79020
H 2.03880 -6.59660 1.91700
H 4.25290 -5.51970 0.76450
O -3.02180 4.28390 -5.42510
C -2.56880 3.66850 -4.52340
S -2.84760 4.07040 -2.80160
C -1.90260 2.78090 -2.10990
C -1.27890 1.90770 -3.00640
S -0.31520 0.57140 -2.60060
S -1.52400 2.22790 -4.70530
S -1.85560 2.74410 -0.40850
*
```

Gap between HOMO and LUMO (spin up / spin down): 7.7 / 6.8 eV
Energy above the lowest of the compared OMol25 structures with the same formula, charge and spin: 10.4 kcal per mole
⟨S²⟩: 0.758
Calculated total energy: -2748.033440 Ha

Löwdin atomic charge list, values in e, 5 entries: 1.25, -0.01, -0.12, -0.13, 0.02


Computed, not measured: a structure of composition C18H17Cl2N2PRu, with wB97M-V/def2-TZVPD.

```
! RIJCOSX wB97M-V def2-TZVPD def2/J DEFGRID3
* xyz 4 5
Ru 0.30500 0.16946 0.34908
N 2.65458 -0.84030 2.11245
P 2.60634 -0.28751 0.54968
C 4.33822 0.07753 0.11152
C 4.78042 1.34272 -0.25449
C 6.17971 1.58069 -0.57447
C 7.08784 0.53371 -0.64486
C 6.65626 -0.71917 -0.25596
C 5.26572 -0.96936 0.07473
C 1.98458 -1.56067 -0.56950
C 1.17038 -2.61126 -0.05988
C 0.73184 -3.59412 -0.91838
C 1.07624 -3.54087 -2.28067
C 1.85177 -2.48636 -2.79372
C 2.28733 -1.48705 -1.95772
C 1.52354 -0.76731 2.93433
C 1.59361 -1.06519 4.27631
C 0.44112 -0.99490 5.04184
C -0.77028 -0.65281 4.43745
C -0.77496 -0.36369 3.10641
N 0.35969 -0.40485 2.33779
H 3.53338 -1.02876 2.58252
H 4.09124 2.17593 -0.33517
H 6.51998 2.60111 -0.71943
H 8.12070 0.70995 -0.91934
H 7.37049 -1.53013 -0.15814
H 4.96169 -1.99538 0.25895
H 0.98727 -2.71717 1.00257
H 0.15358 -4.42617 -0.53646
H 0.74559 -4.33032 -2.94487
H 2.10354 -2.45908 -3.84623
H 2.87315 -0.66952 -2.36362
H 2.53859 -1.35228 4.71994
H 0.48285 -1.20456 6.10394
H -1.69322 -0.60420 4.99902
H -1.69622 -0.08192 2.62025
Cl -2.03229 0.56039 0.11497
C -1.73345 1.74137 -1.21360
Cl 0.06556 1.68087 -1.42783
H -2.03740 2.73796 -0.90504
H -2.22407 1.41511 -2.12676
*
```

Gap between HOMO and LUMO (spin up / spin down): 6.9 / 4.9 eV
⟨S²⟩: 6.053
Calculated total energy: -2160.522531 Ha

Löwdin atomic charge list, values in e, 5 entries: 0.89, -0.08, 0.97, -0.30, 0.06


Computed, not measured: the molecule C4H6N2S, with wB97M-V/def2-TZVPD.

```
! RIJCOSX wB97M-V def2-TZVPD def2/J DEFGRID3
* xyz 0 1
C 0.96239 -1.07100 -1.44177
C 1.32469 -1.17584 -0.19584
C 0.96154 -0.23122 0.91092
C -2.11553 1.26357 -0.00614
H 1.25273 -1.84540 -2.14744
H 0.32801 -0.27440 -1.87118
H 1.95419 -2.02726 0.14339
H -0.24713 1.24057 1.57499
H -2.90546 1.13270 -0.71345
H -2.24763 2.03038 0.79758
N -0.13878 0.55702 0.83633
N -1.07439 0.50750 -0.12790
S 1.94538 -0.10663 2.24049
*
```

Gap between HOMO and LUMO: 8.4 eV
Energy above the lowest of the compared OMol25 structures with the same formula, charge and spin: 57.2 kcal per mole
SMILES string: C=CC(=S)NN=C
Calculated total energy: -663.637453 Ha

Löwdin atomic charge list, values in e, 5 entries: 0.01, -0.21, -0.80, -0.01, 0.06


Computed, not measured: a structure of composition C6H12O, with wB97M-V/def2-TZVPD.

```
! RIJCOSX wB97M-V def2-TZVPD def2/J DEFGRID3
* xyz 0 1
C 1.85756 1.20013 -0.45111
C 0.89604 -0.43113 0.58369
C -0.44721 -0.66655 0.25400
C -0.79422 -1.65760 -0.83466
C -1.54621 -0.12634 1.14079
C -1.23750 0.88878 0.11752
O -0.46768 1.90823 0.33325
H 1.93744 2.28805 -0.60619
H 1.80136 0.73659 -1.43821
H 2.77592 0.89976 0.05424
H 1.14295 -0.04564 1.56826
H 1.64855 -1.07975 0.14676
H -0.05667 -1.63339 -1.64469
H -0.83145 -2.68010 -0.43918
H -1.77452 -1.44624 -1.27594
H -1.27114 0.12602 2.16314
H -2.49484 -0.65184 1.04997
H -1.81573 0.85782 -0.81425
H 0.67737 1.51319 0.09260
*
```

Gap between HOMO and LUMO: 9.4 eV
Energy above the lowest of the compared OMol25 structures with the same formula, charge and spin: 98.5 kcal per mole
Calculated total energy: -310.902350 Ha

Löwdin atomic charge list, values in e, 5 entries: -0.07, 0.01, -0.42, -0.05, -0.07


Computed, not measured: the molecule C4H5NO, with wB97M-V/def2-TZVPD.

```
! RIJCOSX wB97M-V def2-TZVPD def2/J DEFGRID3
* xyz 0 1
N -1.95509 -0.74911 0.01334
C -1.55565 0.39869 0.36332
O -0.25713 0.72483 0.43407
C 0.64463 -0.32652 0.09815
C 2.48354 1.44468 0.20268
C 2.03628 0.21947 0.20367
H -2.97070 -0.78995 0.02537
H -2.16358 1.26045 0.65072
H 0.43539 -0.67845 -0.91808
H 0.49477 -1.17380 0.77494
H 2.87824 -0.47604 0.29876
*
```

Gap between HOMO and LUMO: 10.0 eV
Energy above the lowest of the compared OMol25 structures with the same formula, charge and spin: 101.6 kcal per mole
Calculated total energy: -285.252702 Ha

Löwdin atomic charge list, values in e, 5 entries: 0.11, -0.31, -0.07, -0.22, 0.20